Entry 1:
Formula: C5H7FN2
Source: OMol25
Level of theory: ωB97M-V/def2-TZVPD

Geometry as ORCA input:
```
! wB97M-V def2-TZVPD RIJCOSX def2/J DEFGRID3
* xyz 0 1
C 0.442 -1.041 1.940
C 0.534 -0.512 -0.101
C -0.368 0.352 0.484
C -1.147 1.384 -0.263
C 1.037 -0.702 -2.027
N 0.959 -1.337 0.830
N -0.258 0.165 1.901
F -0.018 -0.526 -2.772
H 0.582 -1.575 2.956
H -1.863 1.925 0.378
H -0.416 2.084 -0.667
H -1.501 0.921 -1.158
H 1.347 -1.696 -1.900
H 1.614 0.188 -2.235
H -0.945 0.369 2.635
*
```

Summary:
- Energy relative to the best compared isomer or geometry (same formula, charge and spin): 2.9504 eV
- Orbital gap: 9.15 eV

=====

Entry 2:
Formula: C20H32ClN3O2S
Source: OMol25
Level of theory: ωB97M-V/def2-TZVPD

Geometry as ORCA input:
```
! wB97M-V def2-TZVPD RIJCOSX def2/J DEFGRID3
* xyz 0 1
C -6.307 5.638 -0.417
C -4.793 5.469 -0.393
C -4.367 4.009 -0.305
C -2.855 3.828 -0.269
C -2.432 2.366 -0.208
C -0.947 2.208 0.070
N -0.576 0.803 0.110
C 0.712 0.402 0.003
O 1.625 1.166 -0.245
C 0.926 -1.097 0.265
C 1.355 -1.226 1.716
C 2.580 -0.708 2.117
C 2.990 -0.793 3.442
C 4.319 -0.227 3.863
C 2.152 -1.405 4.370
C 0.933 -1.917 3.962
Cl -0.105 -2.683 5.130
C 0.521 -1.836 2.643
N 1.916 -1.663 -0.634
C 2.139 -3.071 -0.304
C 2.943 -3.866 -1.333
C 2.089 -4.627 -2.343
S 1.309 -3.655 -3.608
N 2.491 -3.228 -4.465
O 0.175 -4.381 -4.148
C 0.596 -2.267 -2.715
C 1.656 -1.388 -2.041
H -6.592 6.689 -0.481
H -6.744 5.121 -1.274
H -6.761 5.224 0.485
H -4.357 5.917 -1.291
H -4.374 6.018 0.456
H -4.805 3.557 0.592
H -4.781 3.460 -1.157
H -2.405 4.301 -1.148
H -2.453 4.356 0.602
H -3.002 1.861 0.581
H -2.683 1.864 -1.147
H -0.351 2.686 -0.707
H -0.686 2.696 1.014
H -1.267 0.136 0.409
H -0.049 -1.609 0.161
H 3.208 -0.231 1.375
H 4.481 -0.345 4.933
H 5.136 -0.726 3.338
H 4.379 0.835 3.623
H 2.445 -1.485 5.409
H -0.432 -2.256 2.347
H 2.658 -3.100 0.654
H 1.178 -3.595 -0.138
H 3.673 -3.238 -1.844
H 3.516 -4.620 -0.791
H 2.678 -5.341 -2.918
H 1.276 -5.163 -1.850
H 2.201 -2.636 -5.239
H 0.061 -1.730 -3.500
H -0.150 -2.668 -2.027
H 1.374 -0.341 -2.127
H 2.584 -1.484 -2.605
*
```

Summary:
- SMILES string: CCCCCCNC(=O)[C@H](c1cc(C)cc(Cl)c1)N1CCC[S@@](=N)(=O)CC1
- Energy relative to the best compared isomer or geometry (same formula, charge and spin): 0.0224 eV
- Orbital gap: 9.41 eV

=====

Question: Which value of orbital gap does entry 2 give?
Answer: 9.41 eV